1.
The following is a DFT calculation (ωB97M-V with the def2-TZVPD basis set) of a cluster of 6 separate species, C30H78N6O9 in total.

Element x y z (Å)
C 6.434 0.469 -3.885
O 5.003 0.434 -3.983
C 4.693 0.897 -5.367
C 3.118 1.162 -5.512
N 2.614 1.980 -4.456
C 1.133 1.951 -4.339
C 0.560 3.158 -3.588
O 0.962 2.995 -2.239
C 0.782 4.242 -1.525
H 6.923 -0.216 -4.577
H 6.695 0.320 -2.837
H 6.816 1.443 -4.190
H 4.948 0.112 -6.080
H 5.283 1.765 -5.660
H 2.568 0.225 -5.416
H 2.960 1.549 -6.518
H 3.148 1.830 -3.612
H 0.677 1.065 -3.899
H 0.832 2.015 -5.385
H -0.512 3.309 -3.714
H 0.950 4.074 -4.031
H 1.296 4.225 -0.564
H -0.265 4.524 -1.411
H 1.245 5.094 -2.022
C -1.997 -3.890 -2.530
O -2.451 -3.466 -3.822
C -2.462 -2.032 -3.911
C -3.679 -1.389 -3.183
N -3.588 0.041 -3.257
C -4.818 0.583 -2.652
C -4.838 2.124 -2.793
O -3.920 2.568 -1.818
C -3.742 3.979 -1.926
H -1.055 -3.408 -2.268
H -1.807 -4.957 -2.642
H -2.770 -3.615 -1.813
H -2.544 -1.815 -4.976
H -1.504 -1.705 -3.508
H -3.667 -1.585 -2.110
H -4.614 -1.855 -3.495
H -2.944 0.211 -2.498
H -5.029 0.249 -1.636
H -5.650 0.270 -3.284
H -5.830 2.493 -2.532
H -4.719 2.471 -3.820
H -4.605 4.589 -2.190
H -2.872 4.283 -2.509
H -3.534 4.248 -0.891
C 3.962 2.776 6.291
O 3.880 2.620 4.852
C 5.090 3.024 4.220
C 4.918 3.058 2.674
N 4.458 1.690 2.218
C 4.350 1.825 0.722
C 4.343 0.331 0.178
O 3.211 -0.437 0.697
C 3.410 -1.824 0.434
H 2.989 2.683 6.775
H 4.318 3.716 6.713
H 4.586 1.990 6.715
H 5.964 2.434 4.498
H 5.295 4.071 4.441
H 5.881 3.401 2.297
H 4.219 3.846 2.395
H 3.581 1.393 2.622
H 5.242 2.301 0.316
H 3.447 2.386 0.479
H 5.270 -0.130 0.519
H 4.300 0.382 -0.910
H 2.815 -2.453 1.096
H 4.358 -2.201 0.819
H 3.401 -2.114 -0.617
C -5.600 -4.330 3.288
C -4.641 -4.127 2.227
C -5.161 -3.011 1.273
O -4.898 -1.761 1.961
C -5.227 -0.687 1.050
N -3.329 -3.900 2.745
H -5.611 -3.529 4.028
H -5.488 -5.338 3.686
H -6.613 -4.236 2.896
H -4.636 -5.070 1.681
H -6.168 -3.098 0.865
H -4.712 -3.007 0.280
H -4.478 -0.538 0.273
H -5.100 0.223 1.636
H -6.224 -0.617 0.615
H -3.399 -4.253 3.688
H -3.309 -2.911 2.950
C 0.244 -4.009 2.528
C 0.671 -3.191 3.817
C 0.575 -1.723 3.647
O 1.065 -1.109 4.850
C 1.243 0.313 4.677
N -0.255 -3.436 4.864
H 0.187 -5.081 2.718
H 0.834 -3.840 1.627
H -0.771 -3.838 2.169
H 1.691 -3.524 4.010
H -0.392 -1.354 3.305
H 1.304 -1.418 2.896
H 1.671 0.679 5.610
H 0.286 0.759 4.407
H 1.837 0.499 3.781
H -1.125 -2.960 4.670
H 0.089 -3.065 5.739
C -1.367 1.909 0.619
C -0.274 0.896 0.307
C -0.483 -0.007 -0.975
O -1.603 -0.950 -0.956
C -1.637 -1.863 0.116
N 0.994 1.540 0.168
H -1.475 2.325 1.620
H -2.368 1.534 0.403
H -1.324 2.680 -0.151
H -0.107 0.247 1.167
H 0.438 -0.569 -1.122
H -0.574 0.653 -1.838
H -0.731 -2.470 0.129
H -2.442 -2.598 0.090
H -1.758 -1.307 1.045
H 1.047 1.958 -0.749
H 1.591 0.727 0.102

Properties
Spin multiplicity: 2
Frontier orbital gap (alpha / beta) in eV: 1.466 / 8.903
⟨S²⟩: 0.750
Charge: -1
Molar mass in u: 666.99
HOMO energy (alpha / beta) in eV: 1.00 / -6.50
E_LUMO (alpha / beta) in hartree: 0.0907 / 0.0885
Largest force on an atom in eV/Å: 3.64
DFT total energy in eV: -59733.1745
Energy relative to the best compared isomer or geometry (same formula, charge and spin) in kJ/mol: 0.0

2.
The following is a DFT calculation (ωB97M-V with the def2-TZVPD basis set) of a cluster of 7 separate species, C30H79ClN6O4 in total.

Element x y z (Å)
N -1.048 1.846 -2.010
H -0.431 2.649 -2.099
H -1.557 1.762 -2.921
H -1.692 1.881 -1.188
H -0.455 1.022 -1.891
Cl 0.694 -0.985 -0.653
O 2.027 -1.441 -0.870
O -0.028 -1.007 -1.925
O 0.024 -1.722 0.362
O 0.705 0.417 -0.234
C -4.145 4.058 -0.810
C -4.017 2.790 0.008
N -2.636 2.381 0.329
C -2.654 1.095 1.049
C -3.140 -0.075 0.190
C -2.052 3.353 1.263
C -0.568 3.150 1.489
H -5.213 4.232 -0.960
H -3.695 3.909 -1.792
H -3.782 4.980 -0.357
H -4.602 2.786 0.939
H -4.480 2.016 -0.604
H -3.323 1.223 1.913
H -1.683 0.731 1.382
H -2.420 -0.240 -0.622
H -4.105 0.054 -0.302
H -3.153 -1.061 0.655
H -2.185 4.364 0.866
H -2.637 3.388 2.195
H -0.096 3.993 1.998
H -0.333 2.318 2.153
H -0.031 3.004 0.552
C -2.509 -4.319 0.869
C -2.529 -3.502 2.145
N -2.424 -4.271 3.382
C -1.128 -4.900 3.660
C 0.039 -4.013 3.263
C -3.539 -5.190 3.569
C -3.667 -5.675 5.004
H -3.364 -4.985 0.733
H -1.634 -4.972 0.817
H -2.495 -3.650 0.005
H -1.753 -2.736 2.109
H -3.458 -2.921 2.180
H -1.098 -5.103 4.730
H -1.070 -5.866 3.134
H 0.248 -4.142 2.198
H -0.126 -2.961 3.480
H 0.953 -4.364 3.744
H -3.543 -5.988 2.810
H -4.479 -4.679 3.328
H -2.813 -6.277 5.309
H -4.583 -6.254 5.134
H -3.758 -4.811 5.663
C 2.088 2.329 6.055
C 1.722 1.844 4.652
N 0.955 0.593 4.705
C -0.474 0.867 4.839
C -1.280 -0.368 5.238
C 1.230 -0.157 3.478
C 2.373 -1.157 3.715
H 1.221 2.873 6.451
H 2.869 3.092 6.072
H 2.327 1.518 6.736
H 1.183 2.585 4.048
H 2.684 1.672 4.165
H -0.645 1.660 5.570
H -0.871 1.252 3.885
H -1.313 -1.142 4.474
H -0.783 -0.828 6.096
H -2.270 -0.057 5.570
H 1.520 0.424 2.594
H 0.369 -0.766 3.195
H 2.486 -1.851 2.882
H 2.128 -1.697 4.632
H 3.327 -0.657 3.898
C 6.151 2.820 -2.242
C 6.350 1.609 -3.144
N 6.673 0.380 -2.425
C 5.453 -0.111 -1.769
C 5.728 -1.252 -0.788
C 7.095 -0.633 -3.393
C 8.494 -0.403 -3.974
H 5.441 2.649 -1.433
H 5.872 3.700 -2.821
H 7.083 3.060 -1.724
H 5.476 1.446 -3.797
H 7.150 1.885 -3.834
H 5.003 0.691 -1.184
H 4.651 -0.408 -2.460
H 4.860 -1.415 -0.147
H 5.880 -2.217 -1.275
H 6.603 -1.035 -0.175
H 6.383 -0.644 -4.234
H 7.095 -1.640 -2.982
H 9.257 -0.382 -3.191
H 8.588 0.552 -4.492
H 8.830 -1.200 -4.639
C -1.165 0.006 -6.483
C -1.046 0.657 -5.092
N -2.192 1.484 -4.663
C -3.413 0.667 -4.567
C -3.268 -0.610 -3.736
C -2.394 2.610 -5.592
C -3.187 3.749 -4.984
H -0.271 -0.585 -6.684
H -1.202 0.760 -7.269
H -2.009 -0.682 -6.495
H -0.917 -0.170 -4.393
H -0.152 1.283 -5.081
H -3.796 0.387 -5.558
H -4.253 1.220 -4.137
H -2.677 -0.500 -2.828
H -2.814 -1.398 -4.338
H -4.266 -0.952 -3.463
H -1.438 2.958 -5.983
H -2.957 2.166 -6.423
H -2.695 4.168 -4.100
H -3.246 4.574 -5.694
H -4.167 3.433 -4.630

Properties
Spin multiplicity: 1
Frontier orbital gap in eV: 7.964
Molar mass in u: 623.45
HOMO energy in eV: -7.76
E_LUMO in hartree: 0.0075
Largest force on an atom in eV/Å: 1.73
DFT total energy in eV: -62036.2574
Energy relative to the best compared isomer or geometry (same formula, charge and spin) in kJ/mol: 0.0

3.
The following is a DFT calculation (ωB97M-V with the def2-TZVPD basis set) of a structure of composition C30H79I2N6NbOP.

Element x y z (Å)
C 4.536 -3.066 1.768
C 4.065 -2.160 0.649
I 3.092 -0.450 1.550
C 3.151 -2.774 -0.413
I 4.364 -3.130 -2.163
Nb 2.002 -4.746 -0.166
C 0.292 -3.646 -1.210
C -0.739 -3.065 -0.258
O -1.011 -3.968 0.829
C -0.365 -1.705 0.329
N 0.050 -0.701 -0.636
P 0.534 -6.794 0.563
N 1.608 -7.899 0.974
H 3.727 -3.344 2.443
H 5.327 -2.591 2.349
H 4.922 -3.978 1.301
H 4.941 -1.703 0.192
H 2.421 -2.035 -0.732
H 1.687 -4.482 1.649
H 3.637 -5.561 -0.067
H 2.068 -5.614 -1.795
H 0.709 -2.834 -1.818
H -0.200 -4.315 -1.920
H -1.710 -2.965 -0.763
H -0.622 -3.650 1.653
H -1.226 -1.373 0.927
H 0.466 -1.879 1.021
H -0.725 -0.099 -0.890
H 0.750 -0.097 -0.221
H -0.428 -6.596 1.567
H -0.329 -7.189 -0.481
H 1.619 -8.700 0.355
C 0.067 0.571 3.836
C -0.528 1.691 3.003
N -1.922 1.457 2.665
C -2.438 2.360 1.659
C -2.548 3.855 1.997
C -2.801 1.177 3.788
C -2.883 2.222 4.911
H -0.082 -0.394 3.350
H 1.140 0.732 3.946
H -0.360 0.528 4.839
H 0.013 1.769 2.053
H -0.359 2.648 3.527
H -3.424 1.988 1.364
H -1.795 2.255 0.778
H -3.364 4.062 2.689
H -2.739 4.421 1.084
H -1.624 4.234 2.435
H -2.489 0.228 4.226
H -3.797 0.999 3.372
H -1.889 2.564 5.204
H -3.351 1.777 5.791
H -3.470 3.096 4.632
C -7.091 -1.752 -3.796
C -6.193 -0.777 -3.051
N -5.470 -1.398 -1.956
C -4.844 -0.436 -1.065
C -3.731 0.456 -1.629
C -4.667 -2.561 -2.320
C -3.595 -2.373 -3.400
H -7.753 -2.268 -3.099
H -7.700 -1.212 -4.523
H -6.518 -2.501 -4.342
H -6.804 0.015 -2.606
H -5.536 -0.277 -3.784
H -4.461 -0.989 -0.203
H -5.645 0.207 -0.686
H -2.805 -0.099 -1.785
H -3.512 1.263 -0.927
H -4.016 0.912 -2.577
H -5.352 -3.346 -2.645
H -4.208 -2.933 -1.401
H -3.985 -1.809 -4.250
H -3.262 -3.344 -3.770
H -2.713 -1.853 -3.025
C 2.805 3.601 3.342
C 3.809 4.449 4.101
N 4.455 3.707 5.173
C 5.215 4.541 6.081
C 6.445 5.280 5.535
C 5.075 2.448 4.778
C 6.144 2.486 3.679
H 2.091 3.144 4.029
H 2.254 4.209 2.624
H 3.304 2.807 2.787
H 3.306 5.300 4.572
H 4.521 4.879 3.375
H 5.519 3.912 6.923
H 4.519 5.282 6.487
H 7.279 4.605 5.345
H 6.779 6.023 6.262
H 6.216 5.804 4.606
H 4.284 1.770 4.455
H 5.489 2.006 5.688
H 5.822 3.094 2.832
H 6.314 1.475 3.305
H 7.098 2.878 4.031
C 1.777 1.125 -6.724
C 0.260 1.141 -6.619
N -0.268 -0.055 -5.995
C -1.698 -0.221 -6.133
C -2.623 0.780 -5.435
C 0.267 -0.377 -4.677
C 0.153 0.682 -3.573
H 2.113 0.212 -7.215
H 2.117 1.983 -7.307
H 2.257 1.182 -5.747
H -0.176 1.185 -7.622
H -0.047 2.074 -6.112
H -1.932 -1.224 -5.763
H -1.929 -0.229 -7.204
H -2.606 0.641 -4.356
H -3.650 0.619 -5.772
H -2.378 1.821 -5.652
H 1.321 -0.637 -4.797
H -0.219 -1.299 -4.349
H 0.453 1.669 -3.934
H 0.811 0.408 -2.749
H -0.856 0.763 -3.169

Properties
Spin multiplicity: 1
Frontier orbital gap in eV: 6.174
Charge: -1
Molar mass in u: 917.69
HOMO energy in eV: -4.04
E_LUMO in hartree: 0.0785
Largest force on an atom in eV/Å: 1.36
DFT total energy in eV: -70414.6367

4.
The following is a DFT calculation (ωB97M-V with the def2-TZVPD basis set) of a cluster of 4 separate species, C30H80BFN12O6P3 in total.

Element x y z (Å)
C 1.957 -1.243 5.085
B 0.644 -2.194 5.380
O 0.833 -3.674 5.349
C -0.810 -1.478 5.659
N -0.820 -1.325 7.180
N -0.936 -0.137 4.911
C -1.731 -0.226 3.768
C -2.230 -1.776 3.564
O -1.433 -2.637 2.681
C -1.059 -1.973 1.425
C 0.565 -1.583 1.342
N 1.456 -2.782 1.665
C 1.629 -3.578 0.354
C 1.738 -5.177 0.740
C 0.877 -6.159 -0.303
O 3.170 -5.521 0.771
C -2.201 -2.184 5.169
C -2.588 -3.703 5.629
C -3.949 -3.660 6.603
F -5.114 -3.014 5.935
H 2.414 -1.479 4.024
H 1.733 -0.090 5.119
H 2.760 -1.475 5.907
H 1.817 -3.795 5.566
H -1.708 -1.718 7.585
H 0.010 -1.820 7.608
H -0.506 0.776 5.172
H -2.029 0.648 3.012
H -3.328 -2.007 3.231
H -1.214 -2.791 0.567
H -1.753 -1.072 1.114
H 0.831 -1.245 0.244
H 0.778 -0.678 2.051
H 2.410 -2.441 1.973
H 0.696 -3.389 -0.331
H 2.608 -3.171 -0.181
H 1.285 -5.305 1.828
H 1.605 -6.967 -0.776
H 0.104 -6.765 0.363
H 0.321 -5.516 -1.119
H 3.349 -5.800 1.720
H -3.066 -1.493 5.600
H -2.846 -4.438 4.747
H -1.718 -4.147 6.288
H -4.256 -4.768 6.920
H -3.714 -3.104 7.624
O 4.172 1.365 5.584
P 5.234 2.284 6.236
N 6.533 1.727 5.346
C 7.304 0.518 5.511
C 6.612 2.223 3.974
N 4.990 1.656 7.795
C 5.528 0.397 8.275
C 3.603 1.794 8.268
N 6.454 3.341 6.986
C 7.508 2.956 7.911
C 5.875 4.619 7.403
H 8.297 0.635 5.060
H 6.808 -0.336 5.041
H 7.497 0.270 6.554
H 7.249 3.114 3.938
H 5.624 2.506 3.597
H 7.019 1.485 3.271
H 5.695 -0.322 7.465
H 4.868 -0.109 8.990
H 6.461 0.570 8.812
H 2.972 0.988 7.887
H 3.174 2.739 7.938
H 3.557 1.784 9.365
H 7.140 2.835 8.935
H 8.285 3.728 7.933
H 8.019 2.040 7.617
H 5.315 4.520 8.341
H 5.185 4.991 6.638
H 6.647 5.384 7.533
O -1.198 -2.239 -2.234
P -2.189 -2.370 -3.416
N -1.051 -2.786 -4.567
C -0.123 -1.942 -5.281
C -0.579 -4.167 -4.511
N -2.695 -0.750 -3.324
C -1.950 0.380 -3.843
C -3.260 -0.391 -2.013
N -3.329 -2.520 -4.775
C -3.477 -1.620 -5.908
C -4.648 -2.965 -4.324
H 0.183 -2.423 -6.219
H 0.772 -1.743 -4.686
H -0.553 -0.988 -5.582
H -1.173 -4.789 -5.188
H -0.682 -4.581 -3.503
H 0.477 -4.273 -4.788
H -0.871 0.194 -3.871
H -2.077 1.291 -3.244
H -2.306 0.636 -4.841
H -2.473 -0.145 -1.297
H -3.841 -1.216 -1.603
H -3.936 0.470 -2.097
H -4.060 -0.728 -5.658
H -3.998 -2.131 -6.725
H -2.523 -1.302 -6.328
H -5.219 -2.142 -3.875
H -4.546 -3.752 -3.570
H -5.231 -3.388 -5.148
O -2.132 3.731 -6.100
P -3.124 3.600 -7.283
N -1.986 3.185 -8.433
C -1.057 4.028 -9.148
C -1.513 1.803 -8.377
N -3.629 5.220 -7.190
C -2.884 6.351 -7.709
C -4.194 5.579 -5.880
N -4.263 3.450 -8.642
C -4.411 4.351 -9.774
C -5.582 3.005 -8.190
H -0.751 3.547 -10.086
H -0.162 4.227 -8.552
H -1.487 4.982 -9.449
H -2.107 1.181 -9.055
H -1.617 1.390 -7.369
H -0.457 1.697 -8.654
H -1.805 6.164 -7.737
H -3.012 7.261 -7.111
H -3.241 6.607 -8.708
H -3.407 5.825 -5.163
H -4.775 4.754 -5.470
H -4.870 6.440 -5.964
H -4.995 5.242 -9.524
H -4.932 3.839 -10.592
H -3.458 4.668 -10.194
H -6.153 3.828 -7.741
H -5.481 2.218 -7.437
H -6.166 2.582 -9.014

Properties
Spin multiplicity: 1
Frontier orbital gap in eV: 4.135
Charge: +1
Molar mass in u: 827.78
HOMO energy in eV: -8.65
E_LUMO in hartree: -0.1660
Largest force on an atom in eV/Å: 6.76
DFT total energy in eV: -93809.1567